Density functional theory data (ωB97M-V with the def2-TZVPD basis set) for a structure of composition C28H21BrIrO5SeSi.

Atoms and positions in Å:
Ir1 0.35 0.34 0.16
Br1 0.05 -2.18 -0.18
C1 1.02 -2.68 1.37
C2 1.27 -3.99 1.62
C3 2.00 -4.34 2.78
C4 2.44 -3.36 3.62
C5 2.18 -1.99 3.36
C6 2.64 -0.97 4.23
C7 2.37 0.34 3.96
C8 1.63 0.69 2.82
C9 1.17 -0.25 1.92
C10 1.45 -1.62 2.21
H1 0.91 -4.76 0.95
H2 2.20 -5.38 2.98
H3 3.01 -3.62 4.51
H4 3.20 -1.26 5.11
H5 2.72 1.12 4.63
H6 1.42 1.74 2.65
O1 0.46 2.22 0.45
Si1 1.85 3.00 -0.07
C11 3.27 1.78 -0.01
C12 4.28 1.83 0.95
C13 5.21 0.81 1.05
C14 5.15 -0.28 0.19
C15 4.17 -0.34 -0.78
C16 3.24 0.69 -0.89
C17 1.59 3.54 -1.83
C18 2.66 3.68 -2.71
C19 2.46 4.10 -4.02
C20 1.17 4.36 -4.47
C21 0.09 4.21 -3.61
C22 0.30 3.82 -2.30
C23 2.12 4.40 1.13
C24 3.14 5.32 0.89
C25 3.39 6.35 1.78
C26 2.61 6.48 2.93
C27 1.58 5.59 3.17
C28 1.34 4.55 2.28
H7 4.32 2.66 1.64
H8 5.99 0.86 1.81
H9 5.88 -1.08 0.28
H10 4.13 -1.17 -1.47
H11 2.50 0.65 -1.69
H12 3.67 3.45 -2.38
H13 3.30 4.20 -4.69
H14 1.01 4.67 -5.49
H15 -0.91 4.39 -3.96
H16 -0.55 3.69 -1.64
H17 3.75 5.23 0.00
H18 4.19 7.06 1.58
H19 2.80 7.29 3.62
H20 0.97 5.70 4.05
H21 0.52 3.87 2.46
O2 -1.80 -1.19 -2.44
Se1 -1.40 0.32 -2.06
O3 -2.02 1.52 -2.88
O4 0.32 0.43 -1.86
O5 -1.55 0.54 -0.34

Summary:
Total charge: 0
Energy above the lowest of the compared OMol25 structures with the same formula, charge and spin, kcal per mole: 3.25
Calculated total energy, eV: -185716.7443
E_HOMO (spin up / spin down), eV: -8.87 / -8.84
2S+1: 2

Results of the Mulliken charge analysis, in e, for atoms 1 through 4: 1.205, -0.166, 1.072, -0.768

---

Density functional theory data (ωB97M-V with the def2-TZVPD basis set) for a structure of composition C28H21Cl5N7O4PRuS5.

Atoms and positions in Å:
Ru1 -0.32 1.39 0.95
Cl1 6.13 -0.81 3.94
C1 4.64 -0.64 3.09
C2 3.60 0.11 3.63
Cl2 3.79 0.85 5.17
C3 2.41 0.26 2.93
Cl3 1.12 1.15 3.63
C4 2.19 -0.30 1.65
O1 1.11 -0.17 0.97
C5 3.26 -1.08 1.16
Cl4 3.05 -1.86 -0.37
C6 4.45 -1.24 1.85
Cl5 5.73 -2.19 1.17
O2 -1.12 3.17 3.31
S1 -0.99 3.82 2.02
O3 -1.41 5.19 1.95
O4 -1.67 2.96 0.95
S2 0.90 3.43 1.32
N1 -3.72 1.89 2.88
N2 -2.86 0.96 3.45
N3 -2.93 0.60 4.70
C7 -2.03 -0.38 4.73
N4 -1.45 -0.58 3.55
N5 -2.00 0.30 2.73
H1 -3.77 2.65 3.55
H2 -3.23 2.24 2.05
H3 -1.79 -0.93 5.62
S3 -2.40 -4.46 -3.02
C8 -2.23 -3.20 -1.95
S4 -2.69 -1.56 -2.33
C9 -2.08 -1.02 -0.78
N6 -1.63 -1.97 -0.04
N7 -1.71 -3.19 -0.70
C10 -1.18 -4.29 0.03
C11 -0.09 -4.04 0.86
C12 0.45 -5.09 1.59
C13 -0.09 -6.36 1.50
C14 -1.18 -6.59 0.68
C15 -1.73 -5.56 -0.06
S5 -2.14 0.65 -0.35
H4 0.30 -3.04 0.94
H5 1.30 -4.89 2.24
H6 0.34 -7.18 2.07
H7 -1.61 -7.58 0.61
H8 -2.58 -5.73 -0.71
C16 2.38 2.06 -1.14
P1 0.57 1.83 -1.10
C17 -0.14 3.30 -1.90
C18 0.57 4.49 -1.94
C19 0.02 5.62 -2.53
C20 -1.25 5.57 -3.08
C21 -1.97 4.38 -3.04
C22 -1.42 3.25 -2.46
C23 0.46 0.54 -2.39
C24 0.57 -0.81 -2.05
C25 0.59 -1.78 -3.04
C26 0.50 -1.43 -4.38
C27 0.40 -0.09 -4.72
C28 0.39 0.89 -3.74
H9 2.66 2.44 -2.12
H10 2.82 1.07 -1.01
H11 2.75 2.72 -0.36
H12 1.55 4.56 -1.50
H13 0.59 6.55 -2.54
H14 -1.69 6.46 -3.52
H15 -2.96 4.33 -3.47
H16 -1.98 2.33 -2.44
H17 0.65 -1.08 -1.01
H18 0.67 -2.83 -2.75
H19 0.49 -2.19 -5.14
H20 0.33 0.20 -5.76
H21 0.31 1.93 -4.03

Summary:
Total charge: -1
Energy above the lowest of the compared OMol25 structures with the same formula, charge and spin, kcal per mole: 10.09
Calculated total energy, eV: -176659.6939
E_HOMO (spin up / spin down), eV: -5.47 / -5.49
2S+1: 2

Results of the Mulliken charge analysis, in e, for atoms 1 through 4: 2.086, -0.224, 0.281, 0.003

---

Density functional theory data (ωB97M-V with the def2-TZVPD basis set) for a structure of composition C28H21F10FeN3Se.

Atoms and positions in Å:
Fe1 0.35 1.09 0.30
C1 2.68 -0.15 1.82
N1 1.37 -0.44 1.22
C2 0.51 -1.00 2.29
C3 -0.91 -0.51 2.17
N2 -0.80 0.91 1.86
C4 -1.83 1.70 2.27
C5 -3.17 1.29 2.39
F1 -3.55 0.07 1.99
C6 -4.18 2.13 2.83
F2 -5.44 1.67 2.89
C7 -3.92 3.44 3.18
F3 -4.90 4.25 3.60
C8 -2.62 3.89 3.08
F4 -2.31 5.14 3.46
C9 -1.62 3.04 2.65
F5 -0.36 3.51 2.72
C10 1.54 -1.38 0.09
C11 0.21 -1.64 -0.54
N3 -0.50 -0.37 -0.69
C12 -1.73 -0.40 -1.27
C13 -2.31 -1.53 -1.92
F6 -1.69 -2.72 -1.99
C14 -3.55 -1.49 -2.52
F7 -4.01 -2.60 -3.14
C15 -4.34 -0.36 -2.52
F8 -5.54 -0.34 -3.11
C16 -3.84 0.74 -1.86
F9 -4.57 1.86 -1.79
C17 -2.60 0.71 -1.26
F10 -2.26 1.84 -0.59
H1 3.08 -1.06 2.28
H2 3.39 0.18 1.06
H3 2.57 0.62 2.57
H4 0.58 -2.09 2.30
H5 0.91 -0.63 3.24
H6 -1.47 -1.06 1.40
H7 -1.42 -0.68 3.12
H8 2.18 -0.88 -0.64
H9 2.03 -2.31 0.40
H10 0.39 -2.12 -1.50
H11 -0.38 -2.33 0.08
C18 1.82 2.61 0.40
C19 0.66 3.31 0.01
C20 0.26 2.83 -1.25
C21 1.18 1.83 -1.65
C22 2.14 1.71 -0.65
H12 2.37 2.77 1.32
H13 0.15 4.07 0.58
H14 -0.62 3.12 -1.79
H15 1.14 1.23 -2.56
H16 3.00 1.06 -0.70
Se1 1.43 -1.07 -3.89
C23 2.64 -2.13 -2.89
C24 2.32 -3.44 -2.47
C25 3.19 -4.20 -1.71
C26 4.43 -3.69 -1.33
C27 4.77 -2.40 -1.72
C28 3.89 -1.64 -2.48
H17 1.36 -3.85 -2.76
H18 2.90 -5.20 -1.42
H19 5.12 -4.29 -0.74
H20 5.72 -1.98 -1.44
H21 4.17 -0.64 -2.78

Summary:
Total charge: -1
Calculated total energy, eV: -160754.3155
E_HOMO (spin up / spin down), eV: -3.57 / -3.57
2S+1: 2

Results of the Mulliken charge analysis, in e, for atoms 1 through 4: -0.721, -1.483, 1.338, -1.124

---

Density functional theory data (ωB97M-V with the def2-TZVPD basis set) for a structure of composition C28H21F5N7O3RuS4.

Atoms and positions in Å:
Ru1 -0.60 -0.18 -0.94
C1 3.17 1.48 0.04
C2 1.99 0.89 -0.64
N1 0.88 0.70 -0.01
N2 0.78 1.11 1.28
C3 -0.40 0.89 1.80
N3 -0.58 1.24 3.09
S1 -1.78 0.24 0.95
C4 2.01 0.41 -2.02
C5 3.12 0.50 -2.85
C6 3.03 0.03 -4.15
C7 1.85 -0.54 -4.59
C8 0.79 -0.62 -3.71
N4 0.86 -0.15 -2.47
H1 2.85 2.27 0.72
H2 3.89 1.89 -0.67
H3 3.66 0.71 0.64
H4 0.23 1.47 3.63
H5 -1.40 0.89 3.56
H6 4.03 0.93 -2.48
H7 3.89 0.09 -4.80
H8 1.74 -0.93 -5.59
H9 -0.15 -1.08 -3.99
F1 -4.71 -0.70 -6.12
C9 -3.96 -0.13 -5.18
C10 -3.57 -0.85 -4.06
F2 -3.95 -2.12 -3.91
C11 -2.78 -0.23 -3.12
F3 -2.42 -0.98 -2.03
C12 -2.34 1.08 -3.20
S2 -1.35 1.84 -1.97
C13 -2.75 1.77 -4.34
F4 -2.38 3.04 -4.51
C14 -3.54 1.18 -5.31
F5 -3.91 1.88 -6.39
O1 2.15 -1.70 0.60
C15 1.30 -2.45 0.17
N5 0.14 -2.07 -0.48
S3 -0.70 -3.35 -1.07
O2 -0.71 -3.31 -2.51
O3 -1.99 -3.46 -0.42
C16 0.39 -4.58 -0.46
C17 0.30 -5.95 -0.55
C18 1.30 -6.69 0.05
C19 2.35 -6.07 0.72
C20 2.43 -4.68 0.81
C21 1.42 -3.94 0.20
H10 -0.53 -6.43 -1.07
H11 1.27 -7.77 0.01
H12 3.12 -6.67 1.19
H13 3.23 -4.18 1.33
N6 -2.88 -2.97 2.30
C22 -2.00 -2.87 3.31
S4 -0.37 -2.67 3.03
N7 -2.59 -2.93 4.54
C23 -2.00 -2.91 5.83
C24 -0.93 -2.08 6.15
C25 -0.44 -2.07 7.45
C26 -1.01 -2.87 8.43
C27 -2.09 -3.68 8.11
C28 -2.57 -3.70 6.81
H14 -2.54 -2.94 1.35
H15 -3.86 -3.09 2.45
H16 -3.56 -3.22 4.55
H17 -0.48 -1.47 5.39
H18 0.40 -1.43 7.69
H19 -0.62 -2.85 9.44
H20 -2.55 -4.31 8.86
H21 -3.40 -4.35 6.56

Summary:
Total charge: 0
Energy above the lowest of the compared OMol25 structures with the same formula, charge and spin, kcal per mole: 2.29
Calculated total energy, eV: -105462.1065
E_HOMO (spin up / spin down), eV: -7.81 / -7.70
2S+1: 2

Results of the Mulliken charge analysis, in e, for atoms 1 through 4: 0.880, -1.984, 0.502, 1.595

---

Density functional theory data (ωB97M-V with the def2-TZVPD basis set) for a structure of composition C28H21GeIPtTe4.

Atoms and positions in Å:
Pt1 -0.06 -0.25 -0.22
I1 -0.02 0.69 2.72
C1 2.06 0.64 2.45
C2 2.78 1.14 3.50
C3 4.19 1.11 3.47
C4 4.83 0.55 2.41
C5 4.10 0.02 1.31
C6 4.80 -0.55 0.22
C7 4.11 -1.03 -0.85
C8 2.71 -0.93 -0.90
C9 1.97 -0.37 0.12
C10 2.67 0.08 1.28
H1 2.27 1.56 4.35
H2 4.75 1.52 4.30
H3 5.91 0.49 2.37
H4 5.88 -0.58 0.26
H5 4.64 -1.48 -1.68
H6 2.20 -1.30 -1.78
Te1 -0.36 -2.82 0.59
Te2 0.27 -4.20 -1.58
Te3 -3.12 -2.45 0.34
Te4 -2.49 -0.28 -1.08
C11 -1.40 5.76 0.87
C12 -2.02 4.52 1.02
C13 -1.48 3.40 0.42
C14 -0.32 3.48 -0.36
C15 0.28 4.72 -0.50
C16 -0.25 5.86 0.11
Ge1 0.38 1.88 -1.29
C17 2.26 2.33 -1.67
C18 2.79 2.24 -2.96
C19 4.13 2.50 -3.20
C20 4.97 2.87 -2.16
C21 4.46 2.98 -0.88
C22 3.12 2.71 -0.64
C23 -0.50 1.92 -3.06
C24 -0.50 0.77 -3.86
C25 -1.09 0.76 -5.11
C26 -1.72 1.91 -5.59
C27 -1.74 3.05 -4.80
C28 -1.14 3.05 -3.55
H7 -1.82 6.64 1.35
H8 -2.92 4.43 1.62
H9 -1.96 2.43 0.56
H10 1.19 4.82 -1.09
H11 0.24 6.81 -0.01
H12 2.15 1.95 -3.78
H13 4.52 2.42 -4.21
H14 6.02 3.07 -2.35
H15 5.11 3.25 -0.05
H16 2.74 2.79 0.38
H17 -0.03 -0.14 -3.49
H18 -1.07 -0.14 -5.72
H19 -2.19 1.90 -6.56
H20 -2.24 3.95 -5.17
H21 -1.17 3.96 -2.95

Summary:
Total charge: -1
Energy above the lowest of the compared OMol25 structures with the same formula, charge and spin, kcal per mole: 0.00
Calculated total energy, eV: -126417.1498
E_HOMO (spin up / spin down), eV: -4.04 / -4.03
2S+1: 2

Results of the Mulliken charge analysis, in e, for atoms 1 through 4: 1.731, -0.004, 0.226, -0.608

---

Density functional theory data (ωB97M-V with the def2-TZVPD basis set) for a structure of composition C28H21N3O5S2V.

Atoms and positions in Å:
V1 0.81 -1.04 1.64
C1 -0.33 -0.57 3.39
C2 1.02 -0.11 3.62
C3 2.09 -0.99 3.49
C4 1.88 -2.30 3.01
C5 0.52 -2.79 2.89
C6 -0.55 -1.94 3.16
H1 -1.16 0.12 3.48
H2 1.21 0.93 3.86
H3 3.10 -0.63 3.60
H4 2.70 -2.97 2.80
H5 0.34 -3.80 2.56
H6 -1.56 -2.30 3.02
O1 0.89 -4.14 0.15
S1 0.91 -3.28 -0.99
O2 1.86 -3.52 -2.04
N1 1.13 -1.76 -0.39
C7 1.15 -0.73 -1.24
C8 1.28 -0.48 -2.54
C9 1.03 0.79 -3.20
C10 1.30 2.03 -2.76
C11 2.01 2.30 -1.52
C12 2.94 3.33 -1.35
C13 3.70 3.39 -0.20
C14 3.55 2.42 0.77
N2 2.63 1.46 0.66
C15 1.91 1.47 -0.42
C16 -0.70 -3.20 -1.71
C17 -1.79 -2.89 -0.91
C18 -3.04 -2.81 -1.49
C19 -3.20 -3.04 -2.85
C20 -2.10 -3.35 -3.64
C21 -0.84 -3.43 -3.07
H7 1.49 -1.35 -3.15
H8 0.60 0.70 -4.19
H9 1.07 2.87 -3.40
H10 3.07 4.06 -2.15
H11 4.44 4.18 -0.07
H12 4.16 2.40 1.66
H13 -1.65 -2.70 0.15
H14 -3.89 -2.53 -0.88
H15 -4.18 -2.97 -3.29
H16 -2.23 -3.53 -4.70
H17 0.04 -3.66 -3.67
O3 -3.78 0.13 -0.39
S2 -2.84 1.09 -0.90
O4 -3.22 1.85 -2.06
N3 -1.38 0.39 -1.14
C22 -0.57 0.82 -0.20
O5 0.87 0.48 -0.39
C23 -0.95 1.89 0.68
C24 -0.30 2.63 1.68
C25 -1.02 3.57 2.38
C26 -2.37 3.81 2.11
C27 -3.02 3.10 1.11
C28 -2.30 2.16 0.41
H18 0.75 2.45 1.91
H19 -0.52 4.15 3.15
H20 -2.91 4.56 2.68
H21 -4.06 3.27 0.89

Summary:
Total charge: 0
Calculated total energy, eV: -91437.0596
E_HOMO (spin up / spin down), eV: -6.27 / -6.76
2S+1: 4

Results of the Mulliken charge analysis, in e, for atoms 1 through 4: 0.450, -0.673, -0.284, -0.409